Run A
9
Properties=species:S:1:pos:R:3 method="wB97M-V/def2-TZVPD" multiplicity=1 orbital_gap_ev=8.2 homo_energy_ev=-9.68 charge=0 molar_mass_g_mol=113.0
F 0.759 1.095 -1.314
F -0.369 -1.952 -0.551
F 1.694 -1.217 -0.233
O -1.276 1.544 1.361
N -0.326 1.675 0.592
C -0.129 0.800 -0.417
C 0.415 -1.118 0.166
H -1.093 0.372 -0.993
H 0.326 -1.201 1.389

---

Run B
9
Properties=species:S:1:pos:R:3 method="wB97M-V/def2-TZVPD" multiplicity=1 orbital_gap_ev="9.9 / 9.3" homo_energy_ev="-9.54 / -9.08" charge=0 molar_mass_g_mol=113.0
F 0.451 3.295 1.692
F 1.176 3.140 -0.371
F 2.484 2.658 1.201
O 0.637 -0.460 1.688
N 0.219 0.274 0.658
C 1.219 -0.645 0.465
C 1.253 2.699 0.851
H 2.094 -0.135 0.303
H 1.089 -1.535 -0.045

---

What should be chosen as the most stable of them? Choose run A.

---

Run A
8
Properties=species:S:1:pos:R:3 method="wB97M-V/def2-TZVPD" multiplicity=1 orbital_gap_ev=9.1 homo_energy_ev=-9.51 charge=0 molar_mass_g_mol=112.5
Cl 3.018 -2.524 2.661
N 0.037 -1.450 0.096
N 1.100 0.419 0.753
C 2.062 -1.502 1.804
C 1.898 -0.299 1.471
C 0.145 -0.129 0.100
C 0.495 -2.321 0.789
H -0.683 0.356 -0.182

---

Run B
8
Properties=species:S:1:pos:R:3 method="wB97M-V/def2-TZVPD" multiplicity=1 orbital_gap_ev="6.4 / 6.4" homo_energy_ev="-8.77 / -8.77" charge=0 molar_mass_g_mol=112.5
Cl -2.866 1.528 0.007
N 0.122 -0.791 0.011
N 3.522 0.417 -0.055
C -1.142 -0.500 -0.064
C 2.437 0.013 0.072
C 1.111 -0.127 0.048
C -1.289 0.870 -0.040
H -1.896 -1.410 0.022

---

What should be chosen as the most stable of them? Choose run A.

---

Run A
13
Properties=species:S:1:pos:R:3 method="wB97M-V/def2-TZVPD" multiplicity=1 orbital_gap_ev=7.8 homo_energy_ev=-8.14 charge=0 molar_mass_g_mol=84.2
Si 0.004 -0.488 0.258
C -1.431 -1.513 -0.333
C 3.186 1.032 0.436
C -0.817 1.201 0.059
C 4.468 0.971 0.502
H 1.882 0.960 0.635
H -1.743 1.127 -0.547
H 5.518 1.359 0.403
H -1.118 1.693 0.910
H -1.597 -0.931 -1.242
H -1.398 -2.511 -0.712
H -0.141 1.979 -0.337
H -2.284 -1.265 0.234

---

Run B
13
Properties=species:S:1:pos:R:3 method="wB97M-V/def2-TZVPD" multiplicity=1 orbital_gap_ev=10.4 homo_energy_ev=-9.36 charge=0 molar_mass_g_mol=84.2
Si -0.850 -0.743 1.169
C 0.035 -0.527 -1.394
C -0.780 -1.258 -0.595
C 0.462 0.860 0.767
C 0.741 0.695 -0.809
H -1.502 -1.964 -1.087
H 1.409 1.152 1.325
H 0.332 1.518 -1.295
H -0.296 1.761 0.671
H 0.413 -0.771 -2.387
H -2.382 -0.359 1.417
H 1.812 0.763 -1.024
H -0.255 -1.376 2.317

---

What should be chosen as the most stable of them? Choose run B.

---

Run A
20
Properties=species:S:1:pos:R:3 method="wB97M-V/def2-TZVPD" multiplicity=1 orbital_gap_ev=9.9 homo_energy_ev=-9.88 charge=0 molar_mass_g_mol=177.2
O -3.364 -1.109 -0.881
O -1.694 -1.932 0.249
N -3.184 2.290 0.156
N -2.061 0.181 0.430
N -2.381 -1.082 -0.184
C 0.437 0.143 0.507
C 1.495 -0.678 0.869
C 2.614 -0.087 -1.219
C -2.715 1.257 0.232
C 0.502 0.819 -0.681
C 1.482 0.585 -1.565
C 2.626 -0.688 0.020
C -0.809 0.227 1.422
H 1.202 0.871 -2.596
H 3.464 -1.274 0.455
H 1.272 -1.386 1.601
H -0.923 -0.409 2.187
H -0.966 1.308 1.809
H 3.366 -0.440 -1.830
H -0.364 1.403 -0.983

---

Run B
20
Properties=species:S:1:pos:R:3 method="wB97M-V/def2-TZVPD" multiplicity=1 orbital_gap_ev=9.5 homo_energy_ev=-9.14 charge=0 molar_mass_g_mol=177.2
O -3.283 -1.285 1.331
O 0.723 0.397 -0.320
N -1.305 -0.558 0.437
N -1.246 1.283 -1.134
N 0.989 -3.001 0.238
C 1.620 -0.461 0.453
C 1.211 -1.899 0.386
C -0.669 0.378 -0.369
C 3.435 0.969 -0.065
C -2.601 1.280 -1.021
C 3.036 -0.289 -0.013
C -2.766 -0.535 0.635
C -3.368 0.544 -0.135
H -0.827 -1.395 0.554
H 2.821 1.712 0.232
H 3.802 -1.068 -0.317
H -3.163 2.102 -1.677
H 1.573 -0.186 1.475
H -4.410 0.815 -0.220
H 4.428 1.197 -0.471

---

What should be chosen as the most stable of them? Choose run B.